Record 1
Computed, not measured: a structure of composition C32H41LaN4O2, with wB97M-V/def2-TZVPD.

Values from the calculation:
LUMO energy: -0.284 eV
Net charge: 0
HOMO: -6.69 eV
Orbital gap: 6.404 eV
DFT total energy: -1644.9675 Eh

Geometry (Å):
La  -0.8032  -0.5501  0.7527
O  2.0087  0.1657  2.5298
N  0.8626  -0.2202  2.3974
N  0.0704  -0.3645  3.4268
O  -1.1910  -0.7850  3.0630
C  0.3463  -0.0986  4.8133
C  -0.7541  -0.1648  5.6627
C  -0.5788  0.0809  7.0136
C  0.6818  0.3838  7.5175
C  1.7665  0.4373  6.6583
C  1.6188  0.1999  5.2958
H  -1.7210  -0.4122  5.2530
H  -1.4336  0.0326  7.6766
H  0.8157  0.5750  8.5746
H  2.7519  0.6697  7.0412
H  2.4638  0.2500  4.6328
C  -2.0216  1.5333  -4.1485
C  -0.8094  2.1475  -3.4438
C  0.0888  2.8707  -4.4471
C  -1.2682  3.0264  -2.2885
C  -1.6994  4.3229  -2.5606
C  -2.2681  5.1188  -1.5802
C  -2.4289  4.5953  -0.3086
C  -2.0013  3.3101  0.0145
C  -2.2699  2.8293  1.4372
C  -0.9985  2.5998  2.2635
C  -3.2521  1.6572  1.4715
C  -1.3755  2.5222  -0.9748
N  -0.8874  1.2309  -0.6564
C  0.4914  0.9748  -0.9520
C  1.0974  -0.2410  -1.0251
N  0.4874  -1.5289  -0.8650
C  1.2983  -2.6333  -1.2042
C  2.1573  -2.6084  -2.3277
C  3.1558  -3.5766  -2.4251
C  3.2579  -4.6231  -1.5256
C  2.2719  -4.7511  -0.5589
C  1.2781  -3.7923  -0.3940
C  0.2264  -4.0902  0.6751
C  0.5707  -3.4863  2.0525
C  -1.2183  -3.8029  0.2568
C  1.9528  -1.7271  -3.5775
C  0.4825  -1.4587  -3.9125
C  2.8041  -0.4535  -3.7088
H  -1.7058  0.8790  -4.9676
H  -2.6624  2.3181  -4.5648
H  -2.6222  0.9413  -3.4533
H  -0.2313  1.3234  -3.0382
H  -0.4612  3.6112  -5.0371
H  0.5146  2.1515  -5.1528
H  0.9151  3.3858  -3.9510
H  -1.6040  4.7089  -3.5700
H  -2.5948  6.1269  -1.8057
H  -2.8970  5.1951  0.4666
H  -2.8011  3.6483  1.9242
H  -0.3003  1.9391  1.7547
H  -1.2260  2.1921  3.2514
H  -0.4628  3.5409  2.3878
H  -2.8658  0.7964  0.9486
H  -4.1723  1.9201  0.9497
H  -3.4881  1.3537  2.4929
H  1.1384  1.8400  -1.0561
H  2.1731  -0.2243  -1.1316
H  3.8331  -3.5278  -3.2731
H  4.0421  -5.3629  -1.6197
H  2.2611  -5.6215  0.0921
H  0.2602  -5.1749  0.7804
H  1.0063  -2.4985  1.9222
H  1.3358  -4.0770  2.5563
H  -0.3000  -3.4196  2.7082
H  -1.5066  -2.7777  0.4129
H  -1.9183  -4.3866  0.8564
H  -1.3763  -4.0177  -0.7994
H  2.3004  -2.3860  -4.3753
H  0.0320  -0.7121  -3.2596
H  -0.1109  -2.3738  -3.8332
H  0.4048  -1.0986  -4.9435
H  2.3282  0.4052  -3.2339
H  2.9386  -0.1998  -4.7639
H  3.7960  -0.5834  -3.2702

Atom charges from the Mulliken analysis, given in e for atoms 1 to 2:
1 La -0.09
2 O -0.82

Record 2
Computed, not measured: a structure of composition C32H41NO4P3RhS2, with wB97M-V/def2-TZVPD.

Values from the calculation:
LUMO energy (alpha / beta): -3.239 / -3.919 eV
Net charge: +1
Energy above the lowest of the compared OMol25 structures with the same formula, charge and spin: 156.7 kJ/mol
Spin multiplicity: 2
HOMO (alpha / beta): -10.29 / -10.35 eV
Orbital gap (alpha / beta): 7.055 / 6.431 eV
DFT total energy: -3530.5669 Eh

Geometry (Å):
Rh  -0.9481  -0.2657  -0.4753
C  -2.8915  1.5289  2.0330
O  -2.6658  0.3811  1.2149
C  -3.7702  -0.5228  1.3493
C  -3.8869  -1.4572  0.1790
O  -2.6313  -2.1005  0.0160
C  -2.6827  -3.2618  -0.8065
H  -3.7581  2.0792  1.6589
H  -2.0140  2.1640  1.9761
H  -3.0672  1.2236  3.0678
H  -4.7008  0.0505  1.4170
H  -3.6340  -1.0820  2.2821
H  -4.1448  -0.9249  -0.7411
H  -4.6761  -2.1828  0.4087
H  -3.3580  -3.9924  -0.3539
H  -1.6781  -3.6743  -0.8553
H  -3.0188  -3.0109  -1.8147
N  1.6373  -1.3240  0.1525
P  1.2477  0.1408  -0.6365
C  1.9791  1.4363  0.3723
C  1.2079  2.2574  1.1852
C  1.8263  3.1265  2.0760
C  3.2086  3.1746  2.1527
C  3.9841  2.3615  1.3345
C  3.3752  1.4951  0.4445
C  2.1942  0.1042  -2.1515
C  2.5399  -1.1001  -2.7599
C  3.2660  -1.0820  -3.9397
C  3.6230  0.1282  -4.5211
C  3.2559  1.3280  -3.9292
C  2.5383  1.3188  -2.7433
P  0.2626  -1.7296  1.0805
C  0.2839  -3.5272  1.2167
C  1.0749  -4.3066  0.3791
C  1.0909  -5.6881  0.5283
C  0.3113  -6.2901  1.5032
C  -0.4988  -5.5144  2.3258
C  -0.5157  -4.1379  2.1829
C  0.6250  -1.1856  2.7707
C  1.5671  -1.8577  3.5542
C  1.8694  -1.3997  4.8248
C  1.2251  -0.2766  5.3331
C  0.2867  0.3929  4.5646
C  -0.0081  -0.0621  3.2857
H  2.5813  -1.4759  0.5064
H  0.1353  2.2301  1.1145
H  1.2264  3.7637  2.7119
H  3.6886  3.8493  2.8487
H  5.0632  2.4073  1.3885
H  3.9848  0.8716  -0.1990
H  2.2380  -2.0384  -2.3172
H  3.5462  -2.0135  -4.4120
H  4.1874  0.1357  -5.4438
H  3.5311  2.2682  -4.3866
H  2.2500  2.2540  -2.2791
H  1.6731  -3.8389  -0.3924
H  1.7120  -6.2913  -0.1199
H  0.3318  -7.3645  1.6242
H  -1.1125  -5.9845  3.0819
H  -1.1477  -3.5372  2.8267
H  2.0608  -2.7452  3.1745
H  2.6013  -1.9222  5.4260
H  1.4562  0.0714  6.3308
H  -0.2158  1.2662  4.9590
H  -0.7299  0.4583  2.6765
C  -1.9534  4.7688  -1.7209
C  -1.9940  4.0439  -0.3989
O  -1.3780  2.7271  -0.4452
P  -1.7487  1.6294  -1.5164
S  -0.6757  -1.1407  -2.4539
S  -3.6132  1.4135  -1.8948
O  -0.8280  2.1110  -2.7246
C  -0.9782  1.6484  -4.0895
C  -0.8687  2.8402  -5.0059
H  -2.3908  5.7568  -1.5726
H  -2.5392  4.2467  -2.4783
H  -0.9323  4.8878  -2.0804
H  -3.0171  3.9122  -0.0434
H  -1.4176  4.5730  0.3604
H  -1.9457  1.1526  -4.1917
H  -0.1868  0.9238  -4.2746
H  -1.6965  3.5321  -4.8462
H  -0.8973  2.5025  -6.0421
H  0.0683  3.3725  -4.8426

Atom charges from the Mulliken analysis, given in e for atoms 1 to 2:
1 Rh 1.09
2 C -1.19

| no. | molecular weight (g mol⁻¹) |
| --- | --- |
| 1 | 652.612 |
| 2 | 763.645 |